Entry 1:
Here is a cluster of 9 separate species, C45H114N6O15 in total from the Open Molecules 2025 dataset. Energies are from ωB97M-V with the def2-TZVPD basis set.

```
180
Properties=species:S:1:pos:R:3:lowdin_charge:R:1
O 6.248 -7.599 6.748 -0.1886
O -0.623 -3.313 -1.008 -0.0625
O -4.952 1.642 -1.126 -0.1903
O 2.759 -6.181 -5.611 -0.1858
O 2.832 -3.173 3.218 -0.2282
O 3.335 3.771 -0.506 -0.2085
O 0.648 -0.231 4.957 -0.1678
O -0.764 -0.593 0.259 -0.0807
O -9.725 3.048 -2.173 -0.2109
O 3.504 6.979 3.007 -0.1970
O 4.346 0.545 -3.635 -0.0470
O -0.307 5.398 2.150 -0.1988
O -0.381 4.419 -2.963 -0.2140
O -3.080 -2.822 3.734 -0.2014
O -3.448 -4.376 -5.082 -0.1842
N 4.728 -5.294 5.466 -0.0569
N -1.897 4.949 -0.652 -0.0351
N -0.418 -4.327 -5.549 -0.0734
N -1.500 -0.535 2.976 -0.0624
N -7.041 4.605 -1.987 -0.0762
N 2.767 7.059 0.180 -0.0540
C -1.190 -3.699 -4.498 -0.2026
C -1.133 0.723 3.668 -0.1709
C 3.814 -0.779 -3.626 -0.4917
C 3.549 -4.742 4.787 -0.2142
C 4.111 6.863 0.642 -0.2041
C 2.463 -7.315 -4.826 -0.1023
C 4.499 -1.608 -4.714 -0.0601
C 0.369 0.068 -0.264 -0.4492
C -1.980 5.959 0.433 -0.1986
C 0.895 -4.736 -5.091 -0.2009
C -2.182 5.593 -1.963 -0.1874
C 2.492 4.790 -1.095 -0.1690
C -6.793 3.301 -1.425 -0.2099
C 2.033 -0.168 5.216 -0.1128
C -3.345 -2.068 2.493 -0.1769
C 0.793 -5.280 -0.724 -0.0358
C 0.151 -3.769 1.172 -0.0573
C 5.571 -6.557 7.417 -0.2473
C 0.130 3.310 -3.710 -0.0824
C 7.533 -7.910 7.366 -0.0786
C -5.308 2.900 -1.690 -0.1945
C -1.812 4.554 -3.002 -0.2083
C -9.401 4.322 -2.707 -0.2116
C 0.356 -0.164 -1.788 -0.0273
C 1.625 -5.584 -6.158 -0.2392
C -2.536 -3.301 -5.099 -0.2259
C 1.969 5.834 -0.041 -0.1703
C -10.761 2.454 -2.925 -0.1163
C 2.965 -2.274 2.120 -0.1107
C 4.048 -3.728 3.808 -0.1992
C 4.226 6.175 2.057 -0.1872
C 3.988 6.863 4.324 -0.1251
C -1.641 5.323 1.773 -0.2602
C 0.424 1.549 0.209 0.0045
C 3.687 2.729 -1.369 -0.1386
C -3.578 1.457 -1.007 -0.1314
C -8.416 5.058 -1.698 -0.1670
C -2.940 -0.607 2.684 -0.1825
C 4.352 -6.220 6.573 -0.2015
C 0.259 4.295 2.994 -0.0386
C 0.385 0.798 4.010 -0.2132
C 3.964 -1.405 -2.256 -0.0455
C 0.511 -3.818 -0.323 -0.4675
C -4.799 -4.040 -5.413 -0.1122
C -3.591 -4.168 3.654 -0.0957
H 4.607 7.833 0.687 0.1127
H -8.767 5.007 -0.667 0.1204
H 0.888 -4.284 1.788 0.0725
H 1.024 6.114 -0.505 0.1010
H -0.052 -2.780 1.582 0.0553
H 0.742 -5.373 -4.220 0.0999
H 4.640 6.314 -0.137 0.1093
H -1.170 -1.295 3.555 0.1116
H -4.841 -3.595 -6.407 0.0788
H 1.983 -1.931 1.792 0.0621
H -1.440 1.609 3.112 0.1032
H -2.190 4.798 -3.995 0.1203
H -7.088 4.553 -2.994 0.0933
H -1.336 -4.220 -3.552 0.1113
H -0.805 -4.287 1.241 0.0786
H -0.412 2.402 -3.445 0.0720
H -2.953 6.444 0.503 0.1181
H -3.346 0.517 -0.507 0.0727
H -10.607 2.456 -4.004 0.0865
H -0.829 -5.184 -5.891 0.1107
H 2.548 -0.293 4.264 0.0672
H 1.716 5.236 0.835 0.0886
H 3.954 5.830 4.671 0.0798
H -3.223 -4.650 2.748 0.0759
H 1.613 4.316 -1.531 0.0823
H 5.048 7.095 4.433 0.0801
H 1.221 2.119 -0.268 0.0599
H 3.807 -0.579 -1.562 0.0689
H -3.198 -0.042 1.788 0.1074
H 3.612 -1.472 2.474 0.0774
H 1.093 0.496 -2.245 0.0621
H 4.934 -1.889 -2.140 0.0857
H 5.585 -1.645 -4.625 0.0842
H 3.002 -5.534 4.275 0.1317
H 4.250 -1.313 -5.733 0.0760
H 8.140 -7.014 7.491 0.0793
H 5.271 -6.918 8.401 0.1200
H -2.397 -2.965 -6.127 0.1170
H 0.994 0.769 3.107 0.1032
H 4.456 0.787 -4.557 0.0857
H 1.181 3.179 -3.453 0.0748
H 0.653 3.525 2.331 0.0605
H -4.673 3.694 -1.297 0.1082
H 4.186 3.083 -2.271 0.0864
H 1.901 -4.941 -6.994 0.1201
H -2.240 3.571 -2.806 0.0937
H -2.216 5.889 2.506 0.1163
H -1.648 6.531 -2.119 0.1155
H -7.060 3.240 -0.370 0.1277
H 1.224 -0.511 0.085 0.1129
H 6.112 -5.617 7.517 0.1156
H -5.360 -3.353 -4.779 0.0810
H -3.245 2.233 -0.318 0.0744
H 2.909 -4.167 5.457 0.1180
H -0.642 0.192 -2.043 0.0745
H 3.730 5.207 1.983 0.1025
H -3.021 -2.469 -4.589 0.1146
H -0.544 2.015 0.026 0.0795
H 1.557 -5.740 -0.096 0.0783
H -2.771 -2.512 1.680 0.1106
H -7.411 2.580 -1.960 0.1054
H 3.513 -5.856 7.166 0.1089
H -3.448 -4.834 4.505 0.0864
H -3.067 1.546 -1.966 0.0763
H -3.501 -0.196 3.523 0.1184
H -10.887 1.399 -2.682 0.0857
H -11.678 2.946 -2.598 0.0881
H -0.382 3.921 3.793 0.0795
H 1.478 -3.838 -4.885 0.1188
H -8.480 6.107 -1.985 0.1011
H -5.283 2.734 -2.767 0.1220
H 4.189 -2.652 -4.672 0.0746
H 4.639 -4.169 3.006 0.1236
H 1.383 -3.191 -0.509 0.1106
H 0.472 -1.209 -2.077 0.0651
H 3.181 -2.108 -1.970 0.0657
H 0.535 1.717 4.577 0.1118
H 2.235 -6.968 -3.818 0.0745
H -4.659 -4.024 3.489 0.0780
H -4.395 -2.057 2.201 0.1207
H -8.990 4.141 -3.700 0.1181
H 7.329 -8.342 8.346 0.0804
H -3.230 5.891 -1.956 0.1136
H -5.457 -4.905 -5.504 0.0815
H -1.963 4.282 1.761 0.1129
H 8.116 -8.602 6.758 0.0834
H 1.648 -7.865 -5.296 0.0911
H 3.937 -7.133 6.147 0.1184
H 3.037 5.372 -1.838 0.1246
H -0.932 -0.341 1.170 0.0281
H 2.324 7.648 0.870 0.1011
H -1.267 6.784 0.414 0.1119
H 0.629 1.555 1.280 0.0425
H -0.556 -2.886 -4.144 0.1104
H 3.335 -7.965 -4.755 0.0877
H 2.367 -1.027 5.797 0.0896
H 5.288 5.992 2.220 0.1165
H 4.394 2.115 -0.811 0.0934
H 2.749 -0.782 -3.860 0.1192
H 5.268 -4.538 5.862 0.0948
H 0.006 3.452 -4.784 0.0880
H -0.998 4.490 -0.633 0.0844
H 1.202 -5.220 -1.732 0.0562
H -1.727 0.815 4.577 0.1164
H -10.278 4.966 -2.757 0.1115
H -0.098 -5.908 -0.696 0.0866
H 3.379 7.552 4.908 0.0908
H 2.366 0.759 5.684 0.0902
H 1.180 4.619 3.478 0.0777
H 4.627 -2.898 4.211 0.1201
H 3.518 -2.698 1.283 0.0848
H 2.850 2.109 -1.688 0.0515
H -0.823 -2.426 -0.701 0.0433
H 1.038 -6.280 -6.758 0.1164
```

The HOMO-LUMO gap is 8.943 eV. The energy relative to the best compared isomer or geometry (same formula, charge and spin) is 30.4 kcal per mole. As for the net charge: 0. Its electronic energy is -3239.6809 Eh. The value obtained for the molar mass is 979.43 g/mol. The SMILES is COCCNCCOC.COCCNCCOC.COCCNCCOC.COCCNCCOC.COCCNCCOC.COCCNCCOC.CC(C)O.CC(C)O.CC(C)O. The lowest unoccupied orbital energy is 0.59 eV.


Entry 2:
Here is a cluster of 16 separate species, C45H120N4O26 in total from the Open Molecules 2025 dataset. Energies are from ωB97M-V with the def2-TZVPD basis set.

```
195
Properties=species:S:1:pos:R:3:lowdin_charge:R:1
O -10.618 -5.776 -4.117 -0.1956
O 0.412 3.005 10.061 0.0232
O 0.925 -1.337 -0.234 0.0058
O -5.959 -5.392 -3.390 -0.2111
O 9.411 -6.490 -3.816 -0.1134
O -3.151 10.495 -0.710 -0.2137
O -6.386 4.115 4.835 -0.1252
O -9.364 0.642 -6.363 -0.1333
O 5.198 -8.856 -1.906 -0.1219
O -6.072 4.793 -6.467 -0.1301
O -4.919 -3.914 5.879 -0.1442
O -0.815 -0.021 -0.126 -0.0121
O 1.586 1.089 10.118 0.0781
O 1.204 0.669 0.807 0.0939
O 1.617 -12.216 3.213 -0.2001
O 4.648 -1.846 -6.609 -0.0391
O 2.032 -8.136 5.558 -0.1908
O 6.151 5.448 1.393 -0.1967
O 4.653 -1.819 -8.942 0.1005
O -4.770 15.622 -2.706 -0.2168
O 8.515 3.803 6.476 -0.2005
O 9.484 -0.192 0.069 -0.1064
O -1.446 2.108 -5.762 -0.1378
O 3.982 -3.727 -7.715 -0.0038
O 1.763 5.872 -3.669 -0.1399
O 1.230 2.446 11.971 0.0225
N 6.757 3.507 3.512 -0.0779
N -4.893 12.284 -1.973 -0.0354
N 4.239 -10.654 3.958 -0.0683
N -8.435 -6.323 -2.248 -0.0598
C -4.230 9.923 -1.485 -0.2208
C 1.003 -13.248 4.065 -0.0763
C -7.381 4.433 3.832 -0.1547
C -2.900 0.910 -0.415 -0.0463
C 4.113 -9.091 -2.786 -0.1698
C -5.105 13.170 -3.153 -0.2034
C 7.466 5.062 1.777 -0.2137
C 3.249 -8.620 4.998 -0.2481
C -5.713 14.555 -2.847 -0.2012
C 2.251 -6.835 6.234 -0.0762
C 7.964 2.754 5.621 -0.1750
C -4.109 -2.787 5.530 -0.1485
C 9.566 -5.104 -3.790 -0.1872
C -6.045 -5.839 -1.986 -0.1670
C 0.929 4.054 8.021 -0.0513
C -9.791 -6.110 -1.847 -0.2385
C 2.983 -12.567 2.946 -0.2290
C -4.707 -5.367 -4.014 -0.1332
C 10.284 0.315 -0.985 -0.1833
C 4.969 -0.499 -6.421 -0.0665
C 6.612 3.127 4.912 -0.1925
C 2.333 -1.687 -0.172 -0.0204
C 4.040 -12.092 3.923 -0.2208
C 7.652 4.613 3.250 -0.2068
C 1.134 2.096 10.699 -0.5706
C 1.915 1.506 12.821 -0.0342
C -7.480 -5.622 -1.373 -0.1828
C -11.414 -6.298 -5.132 -0.1494
C -10.780 -6.620 -2.919 -0.1778
C -5.862 5.653 -7.592 -0.1547
C -3.886 15.585 -1.582 -0.0924
C 3.353 -5.917 -8.433 -0.0589
C -3.154 10.158 0.692 -0.0870
C -8.941 -0.607 -5.781 -0.1501
C -0.791 1.034 -6.468 -0.1469
C -1.433 1.215 0.039 -0.2249
C -4.551 10.968 -2.537 -0.2290
C 7.771 4.097 7.636 -0.1307
C 3.692 -4.473 -8.849 -0.2615
C 4.473 -2.410 -7.872 -0.4273
C 0.520 -0.151 0.180 -0.5406
C 1.978 6.910 -4.627 -0.1552
C 5.609 6.542 2.149 -0.1024
C 0.108 2.913 8.693 -0.2034
C 3.014 -9.982 4.381 -0.2182
H 2.269 -5.942 5.610 0.0808
H 1.259 -13.193 5.123 0.0802
H 9.656 -4.631 -2.812 0.0793
H -4.465 -4.760 5.876 0.0698
H -4.702 -4.741 -4.907 0.0846
H 2.488 5.907 -3.042 0.0673
H 3.833 -12.412 4.944 0.1184
H 1.443 0.552 12.590 0.0904
H -8.673 1.305 -6.287 0.0656
H -3.213 -2.896 6.141 0.0707
H -8.151 -1.080 -6.364 0.0686
H -6.464 14.832 -3.587 0.1161
H -6.215 6.660 -7.366 0.0712
H -4.804 5.649 -7.854 0.0771
H 7.459 5.487 3.871 0.1104
H 4.062 -8.674 5.722 0.1144
H -9.827 -1.241 -5.793 0.0772
H 4.490 -0.190 -5.492 0.0927
H 5.825 3.553 3.128 0.1072
H 5.905 2.301 4.979 0.1186
H -4.001 8.944 -1.905 0.1167
H 5.042 -12.404 3.629 0.1174
H -7.447 -6.045 -0.369 0.1158
H 9.022 0.588 0.385 0.0706
H -5.894 12.662 -3.706 0.1064
H 6.826 4.634 7.551 0.0772
H -0.952 3.055 8.481 0.1200
H 8.642 -4.689 -4.194 0.0700
H 7.560 3.158 8.148 0.0832
H 4.471 -9.546 -3.710 0.0739
H 2.442 -9.818 3.468 0.1198
H 2.747 -1.665 0.836 0.0958
H -3.611 10.939 -3.089 0.1189
H -0.069 -13.057 4.110 0.0799
H 0.064 1.468 -6.986 0.0724
H -5.200 4.506 -6.185 0.0647
H -10.056 -5.082 -1.601 0.1145
H -6.926 5.080 3.083 0.0733
H -6.448 5.303 -8.442 0.0721
H -1.494 0.582 -7.168 0.0766
H -2.982 0.302 -1.316 0.0751
H 3.609 -7.916 4.247 0.1182
H -3.297 14.669 -1.557 0.0693
H -10.627 -7.678 -3.134 0.1175
H -5.383 10.582 -3.126 0.1203
H -3.756 10.885 1.239 0.0840
H 1.968 4.061 8.351 0.0777
H 2.937 6.696 -5.098 0.0780
H -1.304 1.514 1.080 0.1236
H 6.273 7.407 2.158 0.0868
H 9.832 -6.763 -4.635 0.0735
H 2.843 -4.002 -9.344 0.1258
H 11.019 -0.368 -1.411 0.0741
H 3.161 -12.095 1.979 0.1219
H 8.211 5.825 1.553 0.1143
H -8.289 -6.006 -3.196 0.1010
H -5.711 -6.870 -1.866 0.1128
H -3.345 1.898 -0.529 0.0710
H 2.941 -0.994 -0.755 0.0913
H -8.214 5.047 4.174 0.0694
H 10.797 1.252 -0.769 0.0764
H 4.175 -6.422 -7.926 0.0752
H 2.482 -10.604 5.101 0.1227
H 2.520 -2.637 -0.673 0.0924
H -3.566 9.158 0.828 0.0805
H -0.911 1.949 -0.575 0.1235
H 6.005 -8.729 -2.410 0.0710
H -0.460 0.228 -5.813 0.0699
H -8.550 -0.478 -4.772 0.0715
H -11.196 -7.330 -5.406 0.0865
H -5.312 -5.255 -1.430 0.1059
H 8.676 2.480 4.843 0.1142
H 3.547 -8.189 -3.017 0.0721
H -7.798 3.542 3.364 0.0721
H -12.462 -6.269 -4.834 0.0816
H 6.028 -0.399 -6.182 0.0932
H 1.088 6.938 -5.255 0.0788
H -6.868 3.777 5.594 0.0651
H 0.983 3.884 6.945 0.0685
H 7.602 4.258 1.054 0.1185
H 3.030 -6.916 6.993 0.0821
H 2.523 -5.892 -7.727 0.0737
H 0.429 5.017 8.123 0.0723
H 3.446 -9.830 -2.343 0.0742
H -4.592 -1.855 5.823 0.0791
H 4.335 -10.337 3.004 0.1035
H 1.969 7.879 -4.127 0.0712
H 9.692 0.451 -1.890 0.0677
H -0.855 2.486 -5.106 0.0659
H -11.808 -6.509 -2.573 0.1138
H -3.839 -2.872 4.477 0.0731
H 7.696 1.875 6.206 0.1056
H -9.999 -6.657 -0.928 0.1159
H 3.029 -6.503 -9.294 0.0760
H -3.416 0.287 0.315 0.0720
H 1.158 -14.221 3.599 0.0820
H -11.253 -5.580 -5.936 0.0919
H 4.669 6.916 1.744 0.0833
H 1.323 -6.727 6.795 0.0754
H -4.491 15.581 -0.675 0.0859
H -4.454 -6.374 -4.346 0.0815
H 0.302 1.929 8.268 0.1171
H -2.116 10.207 1.020 0.0830
H -3.240 16.458 -1.677 0.0906
H -5.078 9.679 -0.845 0.1124
H 6.347 3.988 5.526 0.0949
H -3.905 -5.023 -3.361 0.0804
H 2.959 1.311 12.576 0.0952
H 1.855 1.614 13.904 0.0944
H 4.530 -4.491 -9.546 0.1233
H 8.672 4.241 3.353 0.1183
H -7.612 -4.541 -1.311 0.1117
H -4.064 12.677 -1.551 0.0778
H 10.361 -4.793 -4.467 0.0783
H 5.385 6.226 3.168 0.0764
H 3.146 -13.633 2.785 0.1111
H -6.272 14.604 -1.913 0.1138
H 4.659 0.067 -7.299 0.0965
H -4.228 13.323 -3.782 0.1239
H 8.463 4.626 8.291 0.0884
```

The HOMO-LUMO gap is 8.635 eV. The energy relative to the best compared isomer or geometry (same formula, charge and spin) is 8.6 kcal per mole. As for the net charge: 0. Its electronic energy is -3961.2764 Eh. The value obtained for the molar mass is 1133.46 g/mol. The lowest unoccupied orbital energy is 0.04 eV.